1.
C13H23BF8O6SSi | ωB97M-V with the def2-TZVPD basis set

```
! wB97M-V def2-TZVPD RIJCOSX def2/J DEFGRID3
* xyz -2 1
C -3.011 -0.086 -0.377
B -2.759 1.251 0.415
O -3.639 1.573 1.434
Si -1.278 2.563 -0.002
C 0.389 2.004 0.658
C 0.329 1.532 2.126
O 0.202 0.139 2.226
C 1.310 -0.604 1.843
C 0.895 -1.643 0.785
F -0.101 -1.126 0.005
F 1.939 -1.903 -0.075
C 0.396 -3.001 1.382
F -0.873 -3.249 0.990
F 0.469 -2.917 2.695
C 1.259 -4.240 1.000
F 0.741 -5.306 1.677
F 2.525 -4.058 1.439
C 1.284 -4.686 -0.490
F 0.348 -4.040 -1.226
F 2.502 -4.433 -1.053
C -1.233 2.807 -1.903
C 0.163 2.994 -2.545
C 0.522 1.907 -3.580
C 1.500 2.443 -4.640
C 1.113 0.661 -2.900
H -3.989 -0.034 -0.881
H -2.267 -0.319 -1.139
H -3.068 -0.916 0.333
H -4.544 1.391 1.161
H -1.595 3.892 0.601
H 1.115 2.819 0.551
H 0.756 1.200 0.019
H 1.211 1.887 2.675
H -0.537 1.933 2.657
H 1.764 -1.095 2.711
H 2.089 0.002 1.357
H 1.131 -5.767 -0.550
H -1.859 3.676 -2.124
H -1.712 1.941 -2.371
H 0.171 3.949 -3.081
H 0.959 3.064 -1.798
H -0.404 1.594 -4.072
H 1.377 3.519 -4.787
H 2.537 2.277 -4.336
H 1.350 1.968 -5.613
H 0.932 -0.230 -3.508
H 2.197 0.748 -2.789
H 0.689 0.474 -1.915
O -1.438 -0.331 6.223
S -0.663 -1.311 5.406
O -0.449 -2.565 6.187
O 0.672 -0.725 5.045
O -1.418 -1.622 4.155
*
```

Computed properties:
* energy above the lowest of the compared OMol25 structures with the same formula, charge and spin: 0.00 kJ/mol
* orbital gap: 3.52 eV
* E_LUMO: 0.1488 Eh
* HOMO level: 0.5 eV

***

2.
C13H23BN6SiSr | ωB97M-V with the def2-TZVPD basis set

```
! wB97M-V def2-TZVPD RIJCOSX def2/J DEFGRID3
* xyz 0 1
H 3.101 0.194 0.400
N 1.377 -1.100 0.394
B -0.188 -3.052 0.783
N 1.176 -2.343 0.985
C 2.281 -2.714 1.663
Sr -0.059 0.096 -1.481
H 2.311 -3.647 2.201
C 3.249 -1.721 1.482
H 4.244 -1.683 1.866
C 2.638 -0.732 0.684
H -0.172 -4.163 1.238
C -2.521 0.519 -1.787
H -2.211 1.210 -2.604
H -3.305 0.979 -1.191
H -2.882 -0.426 -2.203
N -0.472 -3.098 -0.749
N -1.269 -2.176 1.468
N -0.526 -1.929 -1.563
N -1.572 -0.924 0.967
C -0.693 -4.176 -1.508
C -1.992 -2.436 2.572
H -0.598 -5.174 -1.059
H -1.843 -3.368 3.107
C -1.000 -3.786 -2.809
C -2.857 -1.368 2.771
C -0.963 -2.380 -2.804
C -2.582 -0.461 1.724
H -1.211 -4.439 -3.633
H -3.577 -1.262 3.560
H -1.279 -1.702 -3.587
H -3.087 0.476 1.509
H 2.455 0.480 -1.277
C 1.496 3.126 1.033
Si 0.438 3.176 -0.521
C -0.979 4.365 -0.262
C 1.476 3.681 -2.015
H 0.851 3.008 1.920
H 2.045 4.078 1.116
H 2.211 2.287 1.011
H -0.584 5.393 -0.237
H -1.713 4.273 -1.078
H -1.489 4.143 0.690
H 1.650 4.768 -1.956
H 2.438 3.141 -2.013
H 0.942 3.456 -2.957
*
```

Computed properties:
* orbital gap (spin up / spin down): 6.43 / 3.89 eV
* E_LUMO (spin up / spin down): -0.0384 / -0.0799 Eh
* HOMO level (spin up / spin down): -7.5 / -6.1 eV